The following is a quantum chemistry calculation of an isolated ion of composition C3H8NS3 and charge +1 in a non-equilibrium geometry, from OMol25.

Structure (XYZ):
```
15
Properties=species:S:1:pos:R:3:forces:R:3
C 1.5601 -1.0917 0.6547 -2.57 1.72 -2.20
C 1.3737 0.3872 -0.0412 1.80 0.18 0.11
C -1.4528 1.1210 -0.2396 1.07 0.18 -1.33
N 0.4459 -1.8989 0.2021 0.53 -0.02 -0.01
S -0.0571 1.3134 0.6909 0.59 -0.69 -0.12
S -2.9082 1.8336 0.3347 -0.52 -0.80 -2.02
S -1.3279 0.5285 -1.9335 -1.00 0.66 1.95
H 2.4593 -1.5547 0.2745 0.65 0.39 0.49
H 1.4494 -0.8883 1.7173 0.62 -0.58 0.06
H 2.2876 1.0630 0.0717 -1.24 -0.58 0.65
H 1.3693 0.3788 -1.1420 -0.73 -0.45 0.27
H 0.2909 -2.0991 -0.7828 0.24 0.12 0.67
H -0.3128 -2.0365 0.8229 -0.54 -0.20 0.22
H -2.5427 2.1262 1.5374 0.74 0.27 1.48
H -2.6345 0.8175 -2.1669 0.35 -0.20 -0.21
```
Forces are in eV/Å.

Values from the calculation:
**Gap between HOMO and LUMO**: 7.10 eV
**Energy relative to the best compared isomer or geometry (same formula, charge and spin)**: 1.563 eV
**M**: 154.31 g/mol
**LUMO**: -5.555 eV
**Spin multiplicity**: 1
**Charge**: +1
**DFT total energy**: -1368.11389 hartree